Below is 2 unconnected molecules or ions with the total composition C11H15N in a non-equilibrium geometry, with properties calculated with ωB97M-V with the def2-TZVPD basis set.

Output
Frontier orbital gap (spin up / spin down)   3.150 / 6.644 eV
Maximum force   3.82 eV/A
⟨S²⟩   0.768
Net charge   -1
Relative energy (zero: lowest compared OMol25 entry of this formula, charge and spin)   1.006 eV
Molecular weight   161.25 u
Spin multiplicity   2
Energy   -13138.5583 eV

Cartesian coordinates (Å):
1 C 2.59108 0.77233 -1.62463
2 C 2.17248 -0.67077 -1.42203
3 H 1.84746 1.55317 -1.40511
4 H 3.24643 0.96238 -0.77638
5 H 2.98604 1.00094 -2.62391
6 H 1.61398 -1.03820 -2.27191
7 H 3.10039 -1.23657 -1.30042
8 H 1.63293 -0.87610 -0.48624
9 C -0.62650 -2.90723 0.81915
10 C -0.62926 -0.41669 0.12528
11 C -0.45470 -1.45515 1.12365
12 C -0.34438 0.79138 0.87093
13 C -0.07496 -0.89213 2.31579
14 C -1.27123 -0.28270 -1.14369
15 C -1.43533 0.98788 -1.69047
16 C -0.88652 2.12146 -1.08152
17 C -0.31185 2.06112 0.19849
18 N -0.13217 0.48086 2.16868
19 H -1.44227 -1.22636 -1.63981
20 H -1.93717 1.17482 -2.63477
21 H -1.03455 3.06723 -1.64712
22 H 0.36711 -3.19055 0.35679
23 H -1.12179 -3.05439 -0.15575
24 H 0.00413 -1.46256 3.23837
25 H 0.02475 1.19788 2.85204
26 H 0.19404 2.90910 0.61983
27 H -0.99205 -3.62445 1.50824

---

Below is C2H6BrNS in the gas phase in a non-equilibrium geometry, with properties calculated with ωB97M-V with the def2-TZVPD basis set.

Output
Frontier orbital gap (spin up / spin down)   6.992 / 6.590 eV
Maximum force   4.54 eV/A
⟨S²⟩   2.007
Relative energy (zero: lowest compared OMol25 entry of this formula, charge and spin)   1.545 eV
Molecular weight   156.05 u
Spin multiplicity   3
Energy   -84535.2393 eV

Cartesian coordinates (Å):
1 C 0.71380 -0.95742 -0.45087
2 C 0.30097 1.17078 0.77541
3 N -0.22281 0.08687 -0.08996
4 S -1.79305 -0.49466 0.27382
5 Br -2.91532 -0.15657 -1.61332
6 H 1.04745 -1.45747 0.47780
7 H 0.09468 -1.81686 -1.02953
8 H 1.41662 -0.42911 -1.08535
9 H -0.13663 2.01118 0.37248
10 H 0.08096 0.92850 1.78693
11 H 1.41333 1.11477 0.58259

---

Below is a molecular structure, C44H34ClIN5O6SY in a non-equilibrium geometry, with properties calculated with ωB97M-V with the def2-TZVPD basis set.

Output
Frontier orbital gap   5.499 eV
Maximum force   3.34 eV/A
Relative energy (zero: lowest compared OMol25 entry of this formula, charge and spin)   1.312 eV
Molecular weight   1012.12 u
Energy   -98419.3625 eV

Cartesian coordinates (Å):
1 Y 0.75455 -0.42172 -0.30916
2 O -0.77626 3.94865 -0.98597
3 C -0.75016 4.11205 -2.27541
4 C -1.54483 5.09895 -2.88589
5 C -1.55200 5.19740 -4.27953
6 C -0.74865 4.35054 -5.06812
7 C 0.06452 3.42055 -4.47125
8 C 0.07481 3.28736 -3.07439
9 C 0.73451 2.17135 -2.39193
10 O 0.57619 1.96561 -1.11804
11 N 1.41400 1.34043 -3.18103
12 N 1.92868 0.33123 -2.50655
13 C 2.69177 -0.49777 -3.19086
14 C 3.53413 -1.50776 -2.63553
15 C 4.29492 -2.41511 -3.44573
16 C 5.08650 -3.34854 -2.82887
17 C 5.40345 -3.31130 -1.44009
18 C 4.65884 -2.44973 -0.59695
19 C 3.68265 -1.61265 -1.17536
20 O 2.84538 -0.96056 -0.40618
21 H -0.17244 3.00692 -0.84573
22 H -2.28400 5.65983 -2.26984
23 H -2.05461 6.04843 -4.77396
24 H -0.82348 4.29121 -6.15257
25 H 0.74662 2.77653 -5.00569
26 H 2.63806 -0.45207 -4.26928
27 H 4.20125 -2.44669 -4.51820
28 H 5.52747 -4.20005 -3.43724
29 H 6.16581 -3.94654 -1.11058
30 H 4.83930 -2.40837 0.45643
31 Cl 2.36600 -7.63440 2.03850
32 C 1.77198 -6.18050 1.31784
33 C 1.58730 -6.17244 -0.05283
34 C 1.08317 -4.99164 -0.70163
35 C 0.87259 -3.81782 0.02124
36 O 0.44724 -2.71403 -0.50974
37 C 1.02376 -3.89018 1.53650
38 C 0.83647 -2.69877 2.41345
39 N 0.98709 -1.40919 2.14877
40 C 1.48772 -0.60888 3.16731
41 C 1.53485 -1.05740 4.52258
42 C 1.86896 -0.14175 5.53599
43 C 2.40890 1.09861 5.21519
44 C 2.38618 1.59139 3.93404
45 C 2.74986 2.92945 3.68658
46 C 2.50244 3.42889 2.41502
47 C 2.02200 2.48914 1.40674
48 N 1.57846 1.26835 1.66928
49 C 1.90457 0.75712 2.90132
50 C 1.54037 -5.05456 2.12760
51 H 1.83146 -7.05895 -0.57221
52 H 0.92764 -4.96134 -1.78221
53 H 0.23552 -3.00199 3.31957
54 H 1.25424 -2.06993 4.85068
55 H 1.73331 -0.44257 6.55349
56 H 2.86187 1.68943 5.99113
57 H 3.08749 3.52900 4.49949
58 H 2.85762 4.45683 2.16931
59 H 1.99398 2.79798 0.36291
60 H 1.72567 -5.09629 3.19403
61 N -1.21167 -2.38490 -3.47689
62 C -1.38180 -1.09170 -3.12257
63 O -0.76556 -0.63518 -2.13153
64 C -2.37159 -0.21027 -3.88188
65 I -1.39107 0.34833 -5.78669
66 H -0.54294 -2.89913 -2.96233
67 H -1.68177 -2.78626 -4.23199
68 H -2.63102 0.71749 -3.45765
69 H -3.33358 -0.77767 -4.04626
70 O -1.24717 0.39876 0.60774
71 S -2.12938 1.63740 0.86719
72 C -3.64839 1.13219 0.12737
73 C -4.47914 0.17580 0.66232
74 C -5.52553 -0.36659 -0.12052
75 C -5.82815 0.15384 -1.35985
76 C -5.11253 1.27737 -1.82541
77 C -4.05853 1.77235 -1.05272
78 C -2.38818 1.46763 2.62580
79 C -2.69651 0.29582 3.27411
80 C -2.87710 0.39245 4.70417
81 C -2.79395 1.57188 5.42015
82 C -2.60926 2.73593 4.65602
83 C -2.50618 2.67653 3.28282
84 H -4.35171 -0.27151 1.62629
85 H -5.98354 -1.32809 0.13792
86 H -6.56198 -0.32005 -1.96646
87 H -5.22664 1.69348 -2.86602
88 H -3.69569 2.75493 -1.21519
89 H -2.60466 -0.65668 2.75066
90 H -3.04310 -0.51069 5.25643
91 H -2.82867 1.58589 6.48383
92 H -2.72005 3.74619 5.08425
93 H -2.39863 3.64269 2.75043

---

- Among the records above, which one has the highest molecular weight?
  C44H34ClIN5O6SY

---

What did the first record say?
Below is 2 unconnected molecules or ions with the total composition C11H15N in a non-equilibrium geometry, with properties calculated with ωB97M-V with the def2-TZVPD basis set.

Output
Frontier orbital gap (spin up / spin down)   3.150 / 6.644 eV
Maximum force   3.82 eV/A
⟨S²⟩   0.768
Net charge   -1
Relative energy (zero: lowest compared OMol25 entry of this formula, charge and spin)   1.006 eV
Molecular weight   161.25 u
Spin multiplicity   2
Energy   -13138.5583 eV

Cartesian coordinates (Å):
1 C 2.59108 0.77233 -1.62463
2 C 2.17248 -0.67077 -1.42203
3 H 1.84746 1.55317 -1.40511
4 H 3.24643 0.96238 -0.77638
5 H 2.98604 1.00094 -2.62391
6 H 1.61398 -1.03820 -2.27191
7 H 3.10039 -1.23657 -1.30042
8 H 1.63293 -0.87610 -0.48624
9 C -0.62650 -2.90723 0.81915
10 C -0.62926 -0.41669 0.12528
11 C -0.45470 -1.45515 1.12365
12 C -0.34438 0.79138 0.87093
13 C -0.07496 -0.89213 2.31579
14 C -1.27123 -0.28270 -1.14369
15 C -1.43533 0.98788 -1.69047
16 C -0.88652 2.12146 -1.08152
17 C -0.31185 2.06112 0.19849
18 N -0.13217 0.48086 2.16868
19 H -1.44227 -1.22636 -1.63981
20 H -1.93717 1.17482 -2.63477
21 H -1.03455 3.06723 -1.64712
22 H 0.36711 -3.19055 0.35679
23 H -1.12179 -3.05439 -0.15575
24 H 0.00413 -1.46256 3.23837
25 H 0.02475 1.19788 2.85204
26 H 0.19404 2.90910 0.61983
27 H -0.99205 -3.62445 1.50824

---

- What is the molecular weight in the second record?
  156.05 u